Entry 1:
{
  "formula": "C42H39N9O4PRbS",
  "method": "ωB97M-V with the def2-TZVPD basis set",
  "relative_energy_kcal_mol": 0.6,
  "e_lumo_ha": 0.1385,
  "e_tot_ha": -3181.28278,
  "charge": -2,
  "orbital_gap_ev": 5.46,
  "multiplicity": 1,
  "symbols": ["Rb", "N", "C", "S", "N", "N", "C", "C", "C", "C", "C", "C", "C", "C", "C", "C", "C", "C", "N", "H", "H", "H", "H", "H", "H", "H", "H", "H", "H", "H", "C", "C", "C", "C", "C", "C", "N", "N", "C", "C", "C", "C", "C", "N", "H", "H", "H", "H", "H", "H", "H", "H", "H", "O", "C", "O", "C", "P", "C", "C", "C", "C", "C", "C", "C", "C", "C", "C", "C", "C", "H", "H", "H", "H", "H", "H", "H", "H", "H", "H", "H", "H", "C", "C", "N", "O", "C", "C", "N", "O", "H", "H", "H", "H", "H", "H", "H"],
  "positions_angstrom": [[0.73229, 0.13314, 0.41720], [-0.73173, 3.48076, 4.54599], [-0.61681, 2.30068, 3.82979], [-1.52183, 2.18009, 2.37745], [0.16651, 1.42311, 4.42322], [0.28606, 0.23290, 3.76715], [1.04286, -0.63248, 4.33788], [1.77951, -0.40070, 5.61496], [1.58241, -1.25369, 6.69628], [2.27729, -1.07433, 7.88547], [3.19315, -0.04026, 8.00267], [3.40246, 0.81374, 6.92523], [2.69851, 0.63935, 5.74567], [1.24194, -1.93806, 3.65242], [2.38713, -2.69668, 3.88166], [2.59182, -3.85323, 3.13853], [1.65809, -4.22369, 2.19324], [0.53333, -3.41717, 2.05051], [0.31568, -2.31726, 2.75849], [-1.00142, 4.26564, 3.97688], [0.03185, 3.63566, 5.18827], [0.87702, -2.07091, 6.59903], [2.10499, -1.74659, 8.71793], [3.74198, 0.10103, 8.92642], [4.11786, 1.62336, 7.00785], [2.84592, 1.31019, 4.91040], [3.12209, -2.36346, 4.60173], [3.49567, -4.43489, 3.27975], [1.78913, -5.06168, 1.52419], [-0.21369, -3.66728, 1.30761], [-4.65691, -2.59497, 2.16659], [-5.26656, -2.01123, 1.05864], [-4.58937, -1.06650, 0.30868], [-3.29342, -0.70746, 0.67027], [-2.67954, -1.28497, 1.77328], [-3.36648, -2.22987, 2.52214], [-2.49144, 0.21378, -0.06105], [-3.09607, 0.87534, -0.91340], [-2.23921, 1.74453, -1.67189], [-2.87567, 2.60232, -2.55661], [-2.09189, 3.44146, -3.33307], [-0.71526, 3.37412, -3.20184], [-0.17724, 2.46963, -2.29104], [-0.92422, 1.67776, -1.53618], [-5.19284, -3.33890, 2.74442], [-6.27123, -2.30410, 0.77708], [-5.04422, -0.60886, -0.55930], [-1.67674, -0.99441, 2.06489], [-2.87358, -2.67591, 3.37650], [-3.95567, 2.59185, -2.61517], [-2.54967, 4.12789, -4.03510], [-0.05567, 3.99014, -3.79794], [0.89707, 2.36503, -2.17685], [0.99019, -4.75774, -0.89786], [0.80677, -3.57426, -1.24185], [1.17626, -2.52703, -0.65376], [0.04643, -3.35222, -2.57016], [-0.87105, -1.74804, -2.54233], [0.21125, -0.66644, -3.57183], [-0.27372, 0.04423, -4.67071], [0.55200, 0.92228, -5.36014], [1.86648, 1.11199, -4.95671], [2.35337, 0.42261, -3.85309], [1.53203, -0.46210, -3.16713], [-2.19453, -2.09221, -3.78602], [-3.45577, -1.54303, -3.57117], [-4.49103, -1.74963, -4.47689], [-4.27932, -2.52020, -5.60888], [-3.02665, -3.08088, -5.83407], [-1.99678, -2.86429, -4.93240], [-0.65026, -4.17428, -2.73985], [0.78316, -3.35699, -3.37890], [-1.30155, -0.07650, -4.99031], [0.15935, 1.47025, -6.21044], [2.50438, 1.80881, -5.48920], [3.35535, 0.58486, -3.47292], [1.92436, -0.97793, -2.29600], [-3.62581, -0.94180, -2.68463], [-5.46377, -1.30933, -4.29054], [-5.08464, -2.68692, -6.31492], [-2.85291, -3.68419, -6.71776], [-1.01938, -3.29261, -5.12020], [2.37145, 5.07980, -0.81775], [2.33925, 3.63782, -0.37531], [1.46050, 3.17629, 0.43428], [0.51784, 4.13705, 0.84012], [3.35933, 2.74827, -0.95112], [4.56075, 3.32059, -1.64786], [3.19168, 1.45211, -0.81208], [4.08817, 0.65982, -1.29542], [1.50092, 5.61794, -0.45675], [2.40891, 5.13053, -1.90836], [3.27574, 5.56921, -0.44886], [-0.13069, 3.59119, 1.33269], [5.07118, 4.08276, -1.04961], [4.32254, 3.77686, -2.61619], [5.24399, 2.48948, -1.82402]],
  "lowdin_charge": [0.5945, 0.0258, -0.9066, 0.5282, -0.0342, 0.0531, -0.2177, -0.1894, -0.0428, -0.1035, -0.1192, -0.0944, -0.0311, -0.2336, -0.0248, -0.0692, -0.0550, -0.1358, 0.1123, 0.0515, 0.0703, 0.1171, 0.0902, 0.0867, 0.0933, 0.1157, 0.1066, 0.0976, 0.0950, 0.1074, -0.1020, -0.1034, -0.0393, -0.2541, -0.0238, -0.0684, 0.0385, 0.0765, -0.3197, -0.0213, -0.0749, -0.0513, -0.1262, 0.0996, 0.0904, 0.0903, 0.0931, 0.0616, 0.1030, 0.1013, 0.0968, 0.1032, 0.0964, -0.0580, -0.7729, -0.1861, -0.2676, 1.0936, -0.3581, -0.1082, -0.1177, -0.1051, -0.0783, -0.0937, -0.3846, -0.1014, -0.0986, -0.1166, -0.1014, -0.0985, 0.0749, 0.0861, 0.0946, 0.0916, 0.0906, 0.0898, 0.0879, 0.0701, 0.0939, 0.0884, 0.0921, 0.1041, -0.0358, -0.3470, -0.0101, -0.1473, -0.3545, -0.0776, -0.1587, -0.2543, 0.0591, 0.0727, 0.0732, -0.0617, 0.0612, 0.0626, 0.0529]
}


Entry 2:
{
  "formula": "C42H40FeN4O4Sb2Te",
  "method": "ωB97M-V with the def2-TZVPD basis set",
  "relative_energy_kcal_mol": 5.9,
  "e_lumo_ha": [0.1500, 0.1500],
  "e_tot_ha": -4156.71015,
  "charge": -2,
  "orbital_gap_ev": [4.39, 4.38],
  "multiplicity": 1,
  "symbols": ["Fe", "O", "C", "C", "C", "C", "C", "C", "C", "O", "N", "N", "C", "C", "C", "C", "C", "C", "C", "O", "H", "H", "H", "H", "H", "H", "H", "H", "H", "H", "C", "C", "C", "Sb", "C", "C", "C", "C", "C", "C", "C", "C", "C", "C", "C", "C", "Sb", "C", "C", "C", "C", "C", "C", "C", "C", "C", "C", "C", "C", "H", "H", "H", "H", "H", "H", "H", "H", "H", "H", "H", "H", "H", "H", "H", "H", "H", "H", "H", "H", "H", "H", "H", "H", "H", "H", "Te", "N", "C", "N", "O", "H", "H", "H", "H"],
  "positions_angstrom": [[0.05285, 0.34475, 0.58314], [-0.83867, 5.53957, -0.17304], [-2.09319, 5.06876, -0.08216], [-3.14720, 5.97051, -0.23953], [-4.45970, 5.54326, -0.14022], [-4.74627, 4.20687, 0.11636], [-3.70402, 3.30613, 0.26107], [-2.37469, 3.70909, 0.15977], [-1.30871, 2.68364, 0.28179], [-1.64704, 1.45343, 0.31742], [-0.06733, 3.11877, 0.25904], [0.82919, 2.06377, 0.32052], [2.07238, 2.33929, 0.18062], [3.13184, 1.36480, 0.18727], [4.44347, 1.83574, 0.00667], [5.53233, 0.99737, -0.02416], [5.31561, -0.38172, 0.13870], [4.05309, -0.88202, 0.31868], [2.89982, -0.04125, 0.35118], [1.75065, -0.57879, 0.51373], [-0.23232, 4.75372, 0.00428], [-2.90609, 7.00899, -0.42982], [-5.26435, 6.26002, -0.25824], [-5.77188, 3.87267, 0.20651], [-3.88782, 2.25806, 0.46502], [2.33891, 3.38746, 0.03964], [4.58298, 2.90678, -0.11242], [6.53215, 1.39017, -0.16132], [6.15963, -1.06361, 0.13136], [3.88331, -1.94074, 0.46662], [-2.50402, -1.86392, -1.20845], [-3.47377, -2.19057, -0.05529], [-3.20529, -1.46907, 1.26607], [-1.06982, -2.02344, 2.03480], [0.78529, -3.31260, 2.81177], [0.93012, -3.94608, 4.04841], [2.01102, -4.77785, 4.32965], [2.98450, -5.00857, 3.36426], [2.86549, -4.39289, 2.12447], [1.78092, -3.55766, 1.86174], [-2.16534, -3.22531, 3.48354], [-2.54101, -2.72734, 4.72895], [-3.27106, -3.50548, 5.62128], [-3.64789, -4.79819, 5.27779], [-3.28346, -5.30614, 4.03752], [-2.54554, -4.52640, 3.15429], [-0.58254, -2.85997, -1.33177], [-0.57187, -2.83120, -3.55002], [-1.54275, -3.29663, -4.43842], [-1.36605, -3.22413, -5.81642], [-0.20347, -2.68029, -6.34429], [0.78199, -2.21964, -5.48231], [0.59441, -2.30044, -4.10706], [-1.45823, -4.82912, -1.06337], [-2.68495, -5.24646, -1.58026], [-3.18097, -6.51785, -1.32379], [-2.46108, -7.39679, -0.52365], [-1.24994, -6.99339, 0.01868], [-0.75432, -5.72278, -0.25379], [-2.28491, -0.79770, -1.20853], [-2.98552, -2.09149, -2.16650], [-3.50740, -3.27494, 0.11412], [-4.47884, -1.93768, -0.43103], [-3.97672, -1.74961, 1.99154], [-3.23082, -0.38102, 1.13563], [0.17859, -3.79331, 4.81960], [2.09562, -5.24751, 5.30617], [3.82599, -5.66014, 3.57708], [3.62143, -4.56134, 1.36157], [1.71276, -3.06212, 0.89724], [-2.25373, -1.71644, 5.00161], [-3.54565, -3.10079, 6.58992], [-4.21745, -5.40617, 5.97236], [-3.56828, -6.31531, 3.75820], [-2.25496, -4.94936, 2.19653], [-2.46230, -3.72596, -4.05716], [-2.13926, -3.59705, -6.47962], [-0.06325, -2.62485, -7.41768], [1.70301, -1.80787, -5.88237], [1.38008, -1.95600, -3.43869], [-3.28719, -4.55770, -2.16268], [-4.13951, -6.81749, -1.73283], [-2.85409, -8.38388, -0.30907], [-0.69336, -7.65910, 0.66778], [0.18384, -5.41253, 0.19724], [-0.32864, 0.27421, 3.31704], [0.51509, 1.16043, -3.57608], [-0.29341, 0.85378, -2.50763], [-1.53824, 1.39863, -2.53357], [0.10913, 0.10296, -1.61752], [0.05458, 1.31411, -4.45835], [1.33321, 0.57571, -3.62650], [-1.64625, 2.27638, -3.01447], [-2.00032, 1.34605, -1.62510]],
  "lowdin_charge": [0.1719, 0.0254, -0.2840, -0.0387, -0.1144, -0.1084, -0.0197, -0.0717, -0.4615, -0.1727, 0.0690, -0.0701, -0.0635, -0.1383, -0.0875, -0.1447, -0.1178, -0.0089, -0.3320, -0.1869, 0.0639, 0.1040, 0.0895, 0.0898, 0.1160, 0.1239, 0.0962, 0.0760, 0.0890, 0.0964, -0.3910, -0.3994, -0.3998, 0.9629, -0.3265, -0.1433, -0.1335, -0.1486, -0.1331, -0.1912, -0.3924, -0.1461, -0.1171, -0.1348, -0.1153, -0.1260, 1.4550, -0.3520, -0.1288, -0.1159, -0.1288, -0.1222, -0.1787, -0.3756, -0.1438, -0.1075, -0.1184, -0.1058, -0.1465, 0.0145, 0.0357, 0.0687, 0.0849, 0.0254, 0.0081, 0.0816, 0.0792, 0.0761, 0.0822, 0.0319, 0.0534, 0.0860, 0.0800, 0.0865, 0.0836, 0.0748, 0.0888, 0.0861, 0.0899, 0.0789, 0.0826, 0.0900, 0.0874, 0.0970, 0.0813, 0.2312, 0.1676, -0.6119, 0.1910, -0.0706, 0.0939, 0.0946, 0.1057, 0.0777]
}